Below is C25H28N6O2 in the gas phase at a distorted geometry, with properties calculated with ωB97M-V with the def2-TZVPD basis set.

Each line ends with the Mulliken charge.
Geometry (Å):
C -4.728 -2.059 -4.582  -0.813
O -4.680 -0.735 -4.105  -0.452
C -3.717 -0.393 -3.216  0.721
C -3.741 0.948 -2.789  -0.955
C -2.815 1.409 -1.893  -0.500
C -1.824 0.558 -1.383  -0.016
C -0.830 0.985 -0.455  0.097
C 0.130 0.143 -0.006  0.175
C 1.242 0.559 0.941  0.257
C 0.655 1.253 2.124  -1.311
N -0.051 2.364 2.131  -0.010
N -0.349 2.618 3.397  -0.903
N 0.127 1.733 4.166  -0.378
N 0.778 0.844 3.411  1.067
C 1.368 -0.338 3.983  -1.356
C 0.323 -1.423 4.095  0.761
C 0.261 -2.458 3.173  -0.108
C -0.730 -3.419 3.278  -0.736
C -1.665 -3.350 4.296  -0.404
C -1.611 -2.312 5.211  -0.590
C -0.622 -1.350 5.110  -0.471
N 2.324 1.364 0.397  0.147
C 2.018 2.677 -0.124  -1.088
C 1.740 2.801 -1.632  -0.338
C 2.999 2.627 -2.482  -0.906
C 3.332 1.172 -2.826  -0.891
C 3.006 0.164 -1.722  0.063
C 3.358 0.638 -0.302  -1.025
C 0.137 -1.259 -0.405  0.664
O 0.919 -2.105 0.002  -0.732
N -0.846 -1.613 -1.303  0.113
C -1.807 -0.782 -1.810  -0.759
C -2.751 -1.254 -2.724  -0.199
H -3.811 -2.326 -5.117  0.321
H -5.570 -2.093 -5.271  0.241
H -4.897 -2.772 -3.769  0.322
H -4.507 1.590 -3.190  0.447
H -2.835 2.437 -1.567  0.524
H -0.860 2.005 -0.103  0.531
H 1.706 -0.374 1.283  0.682
H 1.734 -0.059 4.975  0.542
H 2.206 -0.655 3.359  0.441
H 0.974 -2.518 2.364  0.305
H -0.769 -4.222 2.557  0.426
H -2.436 -4.102 4.376  0.383
H -2.342 -2.249 6.004  0.378
H -0.584 -0.532 5.814  0.394
H 2.877 3.319 0.112  0.610
H 1.163 3.061 0.435  0.340
H 1.343 3.805 -1.796  0.474
H 0.974 2.091 -1.943  0.080
H 2.883 3.178 -3.418  0.374
H 3.839 3.080 -1.950  0.337
H 2.782 0.877 -3.723  0.380
H 4.396 1.110 -3.066  0.304
H 3.546 -0.762 -1.929  0.552
H 1.943 -0.078 -1.748  -0.215
H 4.239 1.286 -0.339  0.616
H 3.613 -0.234 0.307  0.379
H -0.849 -2.587 -1.583  0.259
H -2.706 -2.288 -3.028  0.449

Properties
E_tot in hartree: -1448.463576
Relative energy (zero: lowest compared OMol25 entry of this formula, charge and spin) in kJ/mol: 184.3
Kohn-Sham gap in eV: 8.336
LUMO in eV: 0.26
SMILES string: COc1ccc2cc([C@H](c3nnnn3Cc3ccccc3)N3CCCCCC3)c(=O)[nH]c2c1